[1]
Formula: C3H4Cl2
Source: the OMol25 dataset
Level of theory: ωB97M-V/def2-TZVPD

Each line ends with the natural charge from an NBO analysis.
Positions of all 9 atoms, in Å:
1 C -2.2065 -0.9443 0.1803  -0.69
2 C -0.6669 -1.2663 -0.1614  -0.24
3 C 0.1135 -0.1863 -0.0384  -0.07
4 H -2.8126 -1.4088 -0.7422  0.23
5 H -2.2704 0.2361 -0.3137  0.23
6 H -2.6233 -0.9516 1.2743  0.26
7 H -0.3230 -2.3982 -0.5236  0.26
8 Cl -0.4451 1.5078 -0.0338  0.03
9 Cl 1.8915 -0.3959 0.0586  0.00

Charge   0
SMILES string   CC=C(Cl)Cl
HOMO energy   -9.5 eV
Kohn-Sham gap   10.1695 eV
Max |F|   0.0969 hartree/bohr

---

[2]
Formula: C18H21N3O2S
Source: the OMol25 dataset
Level of theory: ωB97M-V/def2-TZVPD

Each line ends with the natural charge from an NBO analysis.
Positions of all 45 atoms, in Å:
1 C 0.0747 1.9504 3.8606  -0.60
2 C 0.6376 1.3600 2.4418  -0.42
3 H -0.0978 1.6918 1.6515  0.19
4 H 0.6120 0.2524 2.5032  0.20
5 C 1.8680 1.7611 1.8809  -0.30
6 C 2.3122 1.3141 0.7870  -0.05
7 C 2.9652 2.0480 0.0205  -0.24
8 C 3.6001 1.6423 -1.4701  0.69
9 O 4.1946 2.2175 -2.3046  -0.54
10 N 3.4261 0.1869 -1.4694  -0.64
11 C 2.6123 -0.2595 -0.5353  0.61
12 N 2.0444 0.1688 0.4039  -0.56
13 S 2.4911 -2.3518 -0.9828  0.05
14 C 1.6151 -2.6381 0.6661  -0.54
15 H 1.9278 -2.1094 1.3186  0.18
16 H 1.8238 -3.7932 0.9094  0.24
17 C 0.1080 -2.8258 0.5224  0.74
18 O -0.6405 -3.7201 0.5745  -0.53
19 N -0.2616 -1.2890 0.2460  -0.73
20 C -1.6978 -0.8944 0.1792  0.19
21 C -2.8353 -1.7531 0.1290  -0.28
22 C -4.1734 -1.1459 0.1238  -0.09
23 C -4.2003 0.1834 -0.3843  -0.03
24 C -3.1337 0.9265 -0.4310  -0.11
25 C -1.8113 0.5539 -0.6007  -0.19
26 H -0.8500 1.0252 -0.5129  0.21
27 C -3.4604 2.0687 -1.0465  -0.35
28 H -3.3957 3.0977 -0.2222  0.14
29 H -2.8997 2.6177 -1.7103  0.23
30 C -4.8832 2.0217 -1.4561  -0.41
31 H -4.9032 1.9496 -2.6458  0.20
32 H -5.5604 2.9219 -1.4934  0.23
33 C -5.4115 0.8793 -0.7351  -0.43
34 H -5.9520 1.0178 0.1525  0.22
35 H -6.1938 0.1915 -1.3293  0.20
36 H -4.8789 -1.6721 0.1297  0.16
37 H -2.6372 -2.7653 0.3589  0.23
38 H 0.3434 -0.6481 0.6164  0.40
39 H 3.7604 -0.1898 -2.2539  0.43
40 H 3.0981 3.3544 0.1246  0.23
41 H 2.6537 1.6114 2.9698  0.21
42 H 1.6501 3.0991 2.2099  0.22
43 H -1.0409 1.4944 4.0817  0.22
44 H 0.6862 1.5753 4.5916  0.21
45 H -0.1765 3.0933 3.6387  0.22

Charge   0
HOMO energy   -7.7 eV
Kohn-Sham gap   7.6883 eV
Max |F|   0.3803 hartree/bohr

---

[3]
Formula: C45H42N4O2PTi
Source: the OMol25 dataset
Level of theory: ωB97M-V/def2-TZVPD

Each line ends with the Löwdin charge.
Positions of all 95 atoms, in Å:
1 Ti 0.9422 0.0720 -0.0770  1.05
2 C -1.3141 3.0125 -0.4301  -0.03
3 C -0.5184 3.2365 -1.6693  -0.22
4 C -0.4098 4.5239 -2.1799  -0.04
5 C 0.3428 4.7839 -3.3092  -0.06
6 C 1.0118 3.7453 -3.9342  -0.03
7 C 0.9407 2.4434 -3.4476  -0.23
8 C 1.7632 1.3804 -4.1176  -0.02
9 C 0.1551 2.1899 -2.3118  -0.25
10 N 0.1453 0.8720 -1.7763  -0.05
11 C -0.2403 -0.1234 -2.6395  -0.34
12 C -1.1826 0.1412 -3.7766  -0.01
13 C 0.3130 -1.3684 -2.4119  -0.30
14 C 0.1308 -2.4947 -3.3818  0.00
15 N 1.1662 -1.4296 -1.3475  -0.02
16 C 1.8228 -2.6508 -1.0158  -0.21
17 C 1.1025 -3.7894 -0.6450  -0.21
18 C -0.3930 -3.8402 -0.5887  -0.03
19 C 1.8215 -4.9314 -0.3019  -0.04
20 C 3.2047 -4.9449 -0.3254  -0.06
21 C 3.8994 -3.8023 -0.6909  -0.03
22 C 3.2223 -2.6393 -1.0330  -0.20
23 C 3.9804 -1.4040 -1.4159  -0.03
24 H -1.9519 3.8689 -0.2143  0.09
25 H -0.6680 2.8698 0.4439  0.07
26 H -1.9473 2.1274 -0.4995  0.06
27 H -0.9362 5.3288 -1.6851  0.11
28 H 0.4100 5.7880 -3.7018  0.11
29 H 1.6197 3.9413 -4.8075  0.12
30 H 2.7153 1.7998 -4.4400  0.09
31 H 1.2689 0.9915 -5.0092  0.09
32 H 1.9675 0.5345 -3.4565  0.07
33 H -1.6105 1.1395 -3.7142  0.09
34 H -1.9990 -0.5832 -3.7668  0.08
35 H -0.6914 0.0480 -4.7469  0.08
36 H 0.3846 -2.1587 -4.3884  0.09
37 H -0.9055 -2.8385 -3.4077  0.09
38 H 0.7626 -3.3445 -3.1383  0.09
39 H -0.8547 -2.8553 -0.6435  0.05
40 H -0.7165 -4.3132 0.3381  0.09
41 H -0.7957 -4.4350 -1.4121  0.10
42 H 1.2763 -5.8183 -0.0094  0.12
43 H 3.7433 -5.8413 -0.0548  0.11
44 H 4.9808 -3.8065 -0.7066  0.11
45 H 5.0448 -1.6203 -1.4844  0.08
46 H 3.8578 -0.6069 -0.6731  0.06
47 H 3.6479 -1.0036 -2.3769  0.08
48 O 2.7587 -1.5559 2.9857  0.12
49 C 1.6305 -1.4647 2.5650  -0.54
50 O 1.3408 -1.0686 1.3507  -0.23
51 C 0.3920 -1.6872 3.3901  -0.12
52 C 0.5575 -2.3483 4.6019  0.00
53 C -0.5087 -2.5409 5.4657  -0.04
54 C -1.7507 -2.0279 5.1331  -0.05
55 C -1.9169 -1.3465 3.9362  -0.09
56 C -0.8670 -1.1880 3.0298  -0.26
57 P -1.2912 -0.2396 1.5104  1.12
58 C -2.4919 -1.2479 0.5974  -0.37
59 C -2.8661 -0.7815 -0.6649  -0.11
60 C -3.7413 -1.5108 -1.4511  -0.06
61 C -4.2375 -2.7237 -0.9935  -0.06
62 C -3.8625 -3.1973 0.2528  -0.06
63 C -2.9952 -2.4649 1.0476  -0.08
64 C -2.2192 1.1417 2.2271  -0.39
65 C -3.5623 1.3668 1.9518  -0.08
66 C -4.2068 2.4652 2.5032  -0.06
67 C -3.5171 3.3343 3.3320  -0.06
68 C -2.1755 3.1064 3.6167  -0.07
69 C -1.5293 2.0177 3.0637  -0.11
70 H 1.5487 -2.7014 4.8526  0.13
71 H -0.3663 -3.0666 6.3982  0.11
72 H -2.5895 -2.1436 5.8044  0.11
73 H -2.8871 -0.9228 3.7088  0.11
74 H -2.4656 0.1547 -1.0423  0.08
75 H -4.0339 -1.1323 -2.4206  0.11
76 H -4.9154 -3.2977 -1.6089  0.11
77 H -4.2430 -4.1430 0.6104  0.11
78 H -2.6969 -2.8606 2.0056  0.10
79 H -4.1122 0.6913 1.3094  0.11
80 H -5.2519 2.6361 2.2882  0.11
81 H -4.0225 4.1850 3.7646  0.11
82 H -1.6385 3.7790 4.2714  0.11
83 H -0.4831 1.8381 3.3006  0.11
84 N 3.5691 6.2778 2.5206  0.20
85 C 3.3501 5.2519 2.0534  -0.15
86 C 3.0643 3.9714 1.4778  -0.18
87 C 2.8572 3.8609 0.0979  0.04
88 C 2.5473 2.6168 -0.4132  -0.06
89 N 2.4013 1.5335 0.3805  -0.03
90 C 2.6912 1.6321 1.6976  -0.07
91 C 3.0098 2.8329 2.2917  0.04
92 H 2.9277 4.7110 -0.5616  0.14
93 H 2.3927 2.4734 -1.4731  0.11
94 H 2.6776 0.7109 2.2674  0.11
95 H 3.2189 2.8780 3.3493  0.14

Charge   +1
HOMO energy (alpha / beta)   -9.6 / -9.6 eV
Kohn-Sham gap (alpha / beta)   5.7006 / 5.6932 eV
Max |F|   0.0405 hartree/bohr

---

[4]
Formula: C2H9N2
Source: the OMol25 dataset
Level of theory: ωB97M-V/def2-TZVPD

Each line ends with the natural charge from an NBO analysis.
Positions of all 13 atoms, in Å:
1 N 0.8449 -1.5586 1.0895  -0.99
2 H 0.2254 -2.3249 0.8680  0.43
3 H 0.8766 -1.4100 2.1001  0.41
4 H 1.8360 -1.7857 0.7695  0.43
5 H 0.6021 -0.3133 0.7513  0.43
6 C -1.4286 0.2760 -1.0749  -0.39
7 C -0.1781 0.7949 -0.9492  -0.06
8 N 0.3778 0.9279 0.3704  -0.79
9 H -2.0161 0.0283 -0.2006  0.20
10 H -1.8384 0.1542 -2.0485  0.24
11 H 0.4953 0.9276 -1.8101  0.24
12 H -0.3242 1.2349 1.0074  0.42
13 H 1.2243 1.4782 0.4878  0.43

Charge   +1
HOMO energy   -14.0 eV
Kohn-Sham gap   10.5800 eV
Max |F|   0.0525 hartree/bohr

---

[5]
Formula: C45H98BF19N5O14
Source: the OMol25 dataset
Level of theory: ωB97M-V/def2-TZVPD

Each line ends with the Löwdin charge.
Positions of all 182 atoms, in Å:
1 B -0.3488 -1.3008 -1.3477  -1.24
2 F -1.4215 -2.1241 -1.2877  0.16
3 F -0.3680 -0.4582 -0.1692  0.05
4 F 0.8469 -2.0771 -1.2907  0.07
5 F -0.3079 -0.4905 -2.5335  0.06
6 C 1.1414 4.1925 -2.5684  -0.05
7 C 0.5295 2.7968 -2.3633  -0.41
8 C -0.3695 2.4602 -3.5448  -0.21
9 O -1.5357 3.2538 -3.7538  -0.18
10 C -1.9514 3.1125 -5.0521  -0.14
11 N 1.6255 1.8304 -2.3105  0.09
12 H 3.1619 1.3514 -3.5914  0.07
13 H 2.2350 1.9722 -1.5070  0.05
14 H 1.1284 0.9728 -2.2570  0.05
15 H 0.3820 4.9597 -2.3786  0.06
16 H 1.4269 4.3572 -3.6930  0.11
17 H 2.0297 4.3919 -1.9204  0.07
18 H -0.1038 2.7601 -1.4747  0.13
19 H -0.6512 1.3912 -3.4642  0.12
20 H 0.2843 2.5862 -4.4329  0.12
21 H -2.9966 3.4178 -5.2274  0.09
22 H -1.7597 2.0293 -5.2297  0.10
23 H -1.3492 3.7561 -5.6600  0.08
24 C 4.8540 -0.1339 2.6537  -0.02
25 C 4.0541 -1.0617 1.7773  -0.34
26 C 3.4463 -2.1504 2.5845  -0.23
27 O 4.4408 -2.9821 3.0558  -0.17
28 C 3.9616 -4.0706 3.7507  -0.13
29 N 2.9204 -0.2496 1.3971  0.17
30 H 2.2466 -0.8865 0.8977  0.16
31 H 2.2264 0.1353 2.1030  0.10
32 H 3.2224 0.5044 0.7240  0.09
33 H 5.4776 -0.7232 3.3339  0.09
34 H 4.2156 0.3966 3.3256  0.07
35 H 5.5548 0.5040 2.0711  0.09
36 H 4.6014 -1.3284 0.8722  0.15
37 H 2.6466 -2.7278 2.0935  0.13
38 H 2.9271 -1.5946 3.4354  0.14
39 H 2.8121 -4.0810 3.7374  0.10
40 H 4.2108 -3.9200 4.8521  0.11
41 H 4.3018 -5.0128 3.3092  0.08
42 C -4.2231 -0.1364 2.8477  -0.07
43 C -4.1366 0.6265 1.5552  -0.43
44 C -4.1760 2.1747 1.7046  -0.16
45 O -3.9506 2.9246 0.4940  -0.20
46 C -5.1453 3.1791 -0.2070  -0.12
47 N -2.9175 0.1553 0.8991  0.06
48 H -2.0581 0.0775 1.4840  0.09
49 H -2.4308 -2.1555 1.1211  0.07
50 H -2.7335 0.6001 0.0254  0.07
51 H -5.1064 0.2727 3.3580  0.08
52 H -3.2689 -0.1535 3.4771  0.09
53 H -4.3523 -1.1836 2.5827  0.06
54 H -5.0323 0.3201 0.9715  0.13
55 H -3.4514 2.5456 2.3865  0.09
56 H -5.1804 2.4212 2.0180  0.11
57 H -4.8911 3.5602 -1.2502  0.11
58 H -5.7413 3.8589 0.3365  0.07
59 H -5.6852 2.2924 -0.5587  0.07
60 C -3.5262 -6.2077 -0.8559  -0.05
61 C -3.7972 -4.9889 -1.7568  -0.37
62 C -4.5603 -5.5299 -2.9756  -0.21
63 O -5.8203 -5.9976 -2.5536  -0.19
64 C -6.5888 -6.2254 -3.6942  -0.14
65 N -4.5221 -3.9749 -1.0568  0.07
66 H -5.5597 -3.2515 -2.1143  0.07
67 H -5.1173 -4.2774 -0.3294  0.10
68 H -3.9462 -3.2781 -0.5774  0.09
69 H -3.1741 -5.8762 0.1278  0.07
70 H -2.7467 -6.8818 -1.2199  0.07
71 H -4.4213 -6.8382 -0.7742  0.08
72 H -2.8526 -4.5194 -1.9420  0.13
73 H -3.9548 -6.3549 -3.3210  0.13
74 H -4.6853 -4.6396 -3.6317  0.09
75 H -6.7617 -5.2737 -4.3014  0.10
76 H -7.5660 -6.6382 -3.3426  0.09
77 H -6.0270 -6.9577 -4.4180  0.11
78 C 4.8738 3.7544 4.1755  -0.10
79 C 3.7278 4.4802 3.5828  -0.26
80 C 2.7116 3.6036 2.8284  -0.14
81 N 1.6302 4.3562 2.1649  -0.23
82 C 0.7206 3.3631 1.5396  -0.13
83 C -0.6470 3.8939 1.2180  -0.15
84 C -1.3666 4.5107 2.4337  -0.18
85 C -0.5063 5.6089 3.0763  -0.16
86 C 0.9497 5.1603 3.3251  -0.07
87 C 2.1473 5.2686 1.0454  0.05
88 H 4.5451 2.9246 4.8555  0.09
89 H 5.4660 4.5351 4.7797  0.10
90 H 5.5479 3.4199 3.4013  0.06
91 H 4.0770 5.2541 2.8665  0.11
92 H 3.2312 5.0216 4.3624  0.08
93 H 2.2343 2.7774 3.4378  0.13
94 H 3.2071 3.1302 1.9391  0.13
95 H 0.6523 2.4130 2.1803  0.13
96 H 1.1850 2.9068 0.6765  0.12
97 H -1.2164 3.0617 0.8880  0.10
98 H -0.6549 4.6397 0.4295  0.11
99 H -1.5773 3.6898 3.1447  0.10
100 H -2.3034 4.8933 2.0719  0.10
101 H -0.8578 5.9410 4.0730  0.11
102 H -0.6343 6.4658 2.4063  0.11
103 H 0.8570 4.3753 4.1310  0.14
104 H 1.5704 6.0101 3.6579  0.13
105 H 1.2217 5.5369 0.5856  0.08
106 H 2.8512 4.7354 0.3912  0.09
107 H 2.7001 6.0963 1.4622  0.09
108 C -5.4900 -1.6671 -3.2894  -0.38
109 O -4.0883 -1.7133 -3.5498  -0.08
110 O -6.0674 -2.8317 -2.9106  0.00
111 C -5.6158 -0.5687 -2.1856  -0.64
112 F -4.8977 -0.8535 -1.1025  0.17
113 F -5.1802 0.5487 -2.7343  0.17
114 F -6.8853 -0.5044 -1.9221  0.19
115 C -3.8597 -2.3795 -4.8836  -0.18
116 C -2.3809 -2.2341 -5.2291  -0.05
117 H -1.8160 -2.5557 -4.3961  0.05
118 H -2.0304 -2.8865 -6.0559  0.08
119 H -2.1318 -1.2317 -5.5262  0.07
120 H -4.5384 -1.9344 -5.6281  0.12
121 H -4.2331 -3.4021 -4.7451  0.08
122 H -5.9802 -1.2983 -4.1701  0.15
123 C 0.4367 0.6145 4.3644  -0.45
124 O -0.0803 1.9557 4.6611  -0.11
125 O 1.0182 0.6015 3.1611  -0.19
126 C 1.4158 0.2979 5.4967  -0.56
127 F 2.1877 -0.7446 5.1462  0.11
128 F 2.3058 1.2468 5.8002  0.14
129 F 0.7592 -0.0239 6.6405  0.11
130 C -1.1336 1.9483 5.6725  -0.26
131 C -1.4840 3.2618 6.3003  -0.09
132 H -0.7615 3.6569 7.0283  0.08
133 H -1.5690 3.9973 5.5316  0.04
134 H -2.3459 3.0648 6.9473  0.08
135 H -0.8522 1.2808 6.4738  0.10
136 H -2.1415 1.5952 5.2203  0.14
137 H -0.3799 -0.1278 4.4999  0.15
138 C -1.7265 -3.5428 2.2668  -0.33
139 O -1.2048 -4.7572 1.9627  -0.07
140 O -2.7350 -3.0282 1.4217  0.01
141 C -2.3866 -3.7574 3.7483  -0.50
142 F -1.4232 -3.7368 4.7098  0.11
143 F -3.3068 -2.8413 4.0295  0.14
144 F -2.9335 -4.9953 3.9107  0.12
145 C -0.4580 -4.7232 0.6967  -0.21
146 C -0.1844 -6.1580 0.3507  -0.07
147 H -1.0776 -6.7242 0.7766  0.09
148 H -0.2281 -6.2090 -0.7830  0.10
149 H 0.6407 -6.6672 0.8346  0.06
150 H -1.1014 -4.2990 -0.0598  0.09
151 H 0.4159 -4.0151 0.7949  0.14
152 H -0.9734 -2.7034 2.3724  0.18
153 C 4.7696 1.9082 -0.7668  -0.40
154 O 5.5458 0.7105 -0.6043  -0.12
155 O 3.6053 1.8863 -0.0691  -0.21
156 C 5.6408 3.0715 -0.2039  -0.55
157 F 6.4213 3.6259 -1.1149  0.15
158 F 4.9039 4.1244 0.2708  0.08
159 F 6.3906 2.7072 0.8402  0.14
160 C 6.4556 0.3234 -1.6005  -0.28
161 C 7.0413 -0.9708 -1.1003  -0.08
162 H 7.8580 -1.1925 -1.7959  0.07
163 H 7.3607 -0.8644 -0.0192  0.10
164 H 6.3714 -1.8190 -1.0365  0.06
165 H 7.3240 0.9925 -1.6872  0.12
166 H 5.9412 0.2901 -2.5791  0.12
167 H 4.6125 1.9879 -1.8993  0.16
168 C 2.7321 0.1548 -5.0036  -0.38
169 O 2.9927 -1.1726 -5.3707  -0.08
170 O 3.6279 0.7114 -4.1580  0.04
171 C 2.8232 0.9173 -6.3652  -0.56
172 F 3.9904 0.8548 -6.8893  0.21
173 F 2.0112 0.2734 -7.2195  0.13
174 F 2.4556 2.2664 -6.2928  0.09
175 C 2.4782 -2.1369 -4.4234  -0.20
176 C 2.7151 -3.5104 -5.1252  -0.05
177 H 2.4929 -4.3710 -4.4764  0.07
178 H 2.0733 -3.6960 -5.9554  0.05
179 H 3.7438 -3.5771 -5.4431  0.07
180 H 1.4583 -1.7827 -4.0595  0.12
181 H 2.9708 -2.0961 -3.4328  0.12
182 H 1.7107 0.1736 -4.6218  0.15

Charge   -1
HOMO energy   -6.6 eV
Kohn-Sham gap   8.4973 eV
Max |F|   0.0804 hartree/bohr

---

[6]
Formula: C5H17BN2O3Si
Source: the OMol25 dataset
Level of theory: ωB97M-V/def2-TZVPD

Each line ends with the natural charge from an NBO analysis.
Positions of all 29 atoms, in Å:
1 C 0.9375 3.3252 -4.3217  -0.63
2 C -0.4836 2.8827 -4.0501  -0.07
3 O -0.5110 1.6277 -3.3569  -0.70
4 B -0.3970 1.6123 -2.0044  0.72
5 O -0.7447 2.7346 -1.2970  -0.89
6 Si 0.3018 -0.0677 -1.1010  0.93
7 N 2.0192 0.2270 -0.7549  -1.24
8 H 1.5397 2.4671 -4.6133  0.21
9 H 0.9420 4.0180 -5.1618  0.21
10 H 1.3960 3.8108 -3.4635  0.21
11 H -0.9986 2.7309 -4.9969  0.18
12 H -1.0418 3.6423 -3.5080  0.19
13 H -0.5798 2.6086 -0.3646  0.50
14 H 0.1431 -1.2101 -2.0370  -0.18
15 H -0.4243 -0.3752 0.1491  -0.17
16 H 2.3885 0.8066 -1.5010  0.37
17 H 2.5324 -0.6456 -0.8162  0.38
18 C -1.5077 -2.7093 2.4359  0.53
19 O -1.1343 -2.7159 1.2803  -0.62
20 N -0.6915 -2.5378 3.4941  -0.43
21 C -1.1817 -2.5354 4.8559  -0.40
22 C 0.7278 -2.3486 3.2438  -0.42
23 H -2.5661 -2.8405 2.7210  0.10
24 H -0.9659 -1.5822 5.3429  0.19
25 H -0.7168 -3.3355 5.4357  0.19
26 H -2.2587 -2.6886 4.8552  0.21
27 H 0.8926 -1.4668 2.6241  0.22
28 H 1.1398 -3.2098 2.7174  0.21
29 H 1.2430 -2.2248 4.1930  0.20

Charge   0
SMILES string   CCOB(O)[SiH2]N.CN(C)C=O
HOMO energy   -9.3 eV
Kohn-Sham gap   9.9894 eV
Max |F|   0.0130 hartree/bohr